Molecular formula: C16H50N6O9
Method: DFT, ωB97M-V with the def2-TZVPD basis set

The calculated total energy is -44768.615 eV. The value obtained for the largest force on an atom is 0.112 Eh/bohr. Its charge is 0. Its SMILES is NC(N)=O.NC(N)=O.NC(N)=O.CC(C)O.CCO.CCO.CCO.CCO.CCO.

Last columns: bonded neighbours and bond lengths (Å).
Element x y z (Å)
1 O -4.113 -1.957 7.996  C18 1.427, H57 0.960
2 O 0.774 -6.820 -1.486  C17 1.413, H79 0.960
3 O 5.554 6.054 8.369  C16 1.393, H80 0.960
4 O 3.231 -2.126 -3.890  C22 1.208
5 O -4.618 -6.444 -0.602  C26 1.376, H74 0.960
6 O -3.484 0.231 -6.629  C23 1.208
7 O 0.276 -0.289 0.097  C24 1.457, H77 0.960
8 O 3.203 3.878 -4.909  C29 1.366, H66 0.960
9 O -2.623 9.893 0.429  C19 1.191
10 N -4.190 8.438 0.815  C19 1.306, H55 1.010, H59 1.010
11 N -2.050 -1.374 -6.138  C23 1.308, H52 1.010, H75 1.010
12 N 3.651 -2.339 -6.041  C22 1.284, H32 1.010, H73 1.010
13 N -2.467 7.796 -0.313  C19 1.297, H37 1.010, H50 1.010
14 N -2.760 0.002 -4.519  C23 1.352, H33 1.010, H46 1.010
15 N 2.701 -3.952 -5.101  C22 1.303, H48 1.010, H60 1.010
16 C 5.057 4.963 7.659  O3 1.393, C27 1.541, H62 1.090, H67 1.090
17 C 1.890 -7.383 -0.827  O2 1.413, C31 1.570, H42 1.090, H61 1.090
18 C -3.202 -2.994 7.636  O1 1.427, C28 1.537, H36 1.090, H58 1.090
19 C -3.040 8.784 0.301  O9 1.191, N10 1.306, N13 1.297
20 C 0.340 2.008 0.907  C24 1.540, H38 1.090, H47 1.090, H65 1.090
21 C 1.672 0.240 2.087  C24 1.546, H41 1.090, H72 1.090, H81 1.090
22 C 3.181 -2.754 -4.920  O4 1.208, N12 1.284, N15 1.303
23 C -2.765 -0.322 -5.831  O6 1.208, N11 1.308, N14 1.352
24 C 0.368 0.521 1.306  O7 1.457, C20 1.540, C21 1.546, H44 1.090
25 C 1.540 3.358 -6.593  C29 1.585, H34 1.090, H45 1.090, H63 1.090
26 C -5.150 -5.406 0.128  O5 1.376, C30 1.541, H51 1.090, H78 1.090
27 C 4.167 5.621 6.587  C16 1.541, H40 1.090, H54 1.090, H71 1.090
28 C -2.914 -2.882 6.131  C18 1.537, H35 1.090, H68 1.090, H70 1.090
29 C 2.856 4.150 -6.202  O8 1.366, C25 1.585, H43 1.090, H64 1.090
30 C -4.376 -4.085 -0.044  C26 1.541, H49 1.090, H56 1.090, H69 1.090
31 C 2.595 -6.390 0.163  C17 1.570, H39 1.090, H53 1.090, H76 1.090
32 H 4.126 -1.449 -6.087  N12 1.010
33 H -3.289 0.734 -4.068  N14 1.010
34 H 0.785 3.714 -5.892  C25 1.090
35 H -2.623 -1.877 5.825  C28 1.090
36 H -3.614 -3.989 7.803  C18 1.090
37 H -1.485 7.962 -0.480  N13 1.010
38 H -0.505 2.089 0.224  C20 1.090
39 H 2.857 -5.434 -0.291  C31 1.090
40 H 4.591 6.322 5.868  C27 1.090
41 H 2.519 -0.039 1.459  C21 1.090
42 H 2.632 -7.449 -1.623  C17 1.090
43 H 2.733 5.230 -6.285  C29 1.090
44 H -0.528 0.619 1.918  C24 1.090
45 H 1.754 2.289 -6.574  C25 1.090
46 H -2.080 -0.472 -3.942  N14 1.010
47 H 0.078 2.596 1.787  C20 1.090
48 H 2.075 -4.397 -4.446  N15 1.010
49 H -3.360 -4.082 0.351  C30 1.090
50 H -2.970 6.923 -0.248  N13 1.010
51 H -6.150 -5.391 -0.306  C26 1.090
52 H -1.366 -1.678 -5.460  N11 1.010
53 H 3.439 -6.789 0.725  C31 1.090
54 H 3.792 4.884 5.877  C27 1.090
55 H -4.480 7.477 0.703  N10 1.010
56 H -4.268 -3.825 -1.097  C30 1.090
57 H -3.747 -1.650 8.828  O1 0.960
58 H -2.234 -2.804 8.100  C18 1.090
59 H -4.714 9.075 1.397  N10 1.010
60 H 2.739 -4.278 -6.057  N15 1.010
61 H 1.636 -8.343 -0.378  C17 1.090
62 H 4.450 4.317 8.293  C16 1.090
63 H 1.351 3.646 -7.627  C25 1.090
64 H 3.607 3.855 -6.935  C29 1.090
65 H 1.243 2.502 0.548  C20 1.090
66 H 2.693 4.391 -4.278  O8 0.960
67 H 5.861 4.385 7.203  C16 1.090
68 H -2.072 -3.561 5.992  C28 1.090
69 H -4.866 -3.212 0.386  C30 1.090
70 H -3.770 -3.244 5.562  C28 1.090
71 H 3.272 5.986 7.091  C27 1.090
72 H 2.018 1.019 2.766  C21 1.090
73 H 3.643 -2.975 -6.825  N12 1.010
74 H -3.681 -6.258 -0.689  O5 0.960
75 H -1.827 -1.568 -7.104  N11 1.010
76 H 1.852 -6.111 0.910  C31 1.090
77 H 1.009 -0.047 -0.475  O7 0.960
78 H -5.297 -5.705 1.166  C26 1.090
79 H 0.432 -7.480 -2.094  O2 0.960
80 H 4.935 6.213 9.085  O3 0.960
81 H 1.500 -0.538 2.831  C21 1.090

Listed below, in e, are the Löwdin charges computed for each atom: -0.083 -0.092 -0.080 0.044 -0.072 0.033 -0.060 -0.071 0.058 0.152 0.157 0.155 0.164 0.151 0.159 -0.324 -0.314 -0.320 -0.830 -0.095 -0.060 -0.816 -0.762 -0.441 -0.071 -0.349 -0.098 -0.096 -0.353 -0.080 -0.076 0.128 0.111 0.066 0.073 0.107 0.127 0.075 0.070 0.074 0.080 0.097 0.105 0.131 0.066 0.092 0.073 0.121 0.071 0.107 0.110 0.101 0.069 0.058 0.100 0.071 0.074 0.107 0.122 0.101 0.108 0.108 0.063 0.105 0.077 0.090 0.108 0.068 0.068 0.070 0.069 0.071 0.108 0.077 0.119 0.062 0.082 0.103 0.078 0.085 0.067